Entry from OMol25: 3 unconnected molecules or ions with the total composition C31H51F4N5O6 in a non-equilibrium geometry (the ωB97M-V functional and the def2-TZVPD basis).

Output
Frontier orbital gap: 6.468 eV
2S+1: 1
E_LUMO: -1.57 eV

Element x y z (Å)
1 C -0.471 -2.916 4.218
2 C 0.271 -2.534 2.921
3 C -0.367 -1.374 2.143
4 C 0.649 -0.294 1.811
5 C 1.183 0.360 3.086
6 C 0.443 1.641 3.528
7 C -0.333 1.458 4.850
8 C -1.816 1.750 4.793
9 C -2.435 2.364 5.783
10 N -1.777 2.795 6.977
11 C -2.589 2.656 8.108
12 O -3.074 1.626 8.511
13 F -2.791 3.802 8.738
14 C -1.214 4.122 6.869
15 O -1.507 4.932 6.041
16 F -0.287 4.295 7.765
17 C -3.904 2.606 5.687
18 O -4.424 3.608 6.099
19 C -4.662 1.507 5.035
20 C -6.005 1.178 5.595
21 C -6.106 -0.313 6.044
22 N -6.795 -0.454 7.329
23 C -4.079 0.912 4.010
24 N -4.800 -0.111 3.308
25 C -5.885 0.373 2.555
26 O -6.197 1.522 2.354
27 F -6.600 -0.646 2.124
28 C -4.022 -1.033 2.552
29 O -3.658 -0.925 1.425
30 F -3.755 -2.104 3.267
31 C -2.695 1.369 3.633
32 O -2.358 1.481 2.486
33 H -1.048 -3.812 4.067
34 H 0.199 -3.034 5.058
35 H -1.142 -2.111 4.486
36 H 0.288 -3.390 2.262
37 H 1.295 -2.304 3.184
38 H -1.162 -0.910 2.706
39 H -0.760 -1.774 1.221
40 H 1.488 -0.757 1.305
41 H 0.263 0.456 1.132
42 H 1.215 -0.369 3.882
43 H 2.217 0.625 2.907
44 H 1.220 2.365 3.719
45 H -0.173 2.054 2.747
46 H 0.064 2.155 5.567
47 H -0.205 0.473 5.282
48 H -6.808 1.456 4.927
49 H -6.104 1.763 6.497
50 H -6.703 -0.816 5.297
51 H -5.127 -0.753 6.136
52 H -7.405 0.318 7.531
53 H -6.116 -0.577 8.061
54 C 3.640 -1.566 -1.468
55 C 2.410 -1.200 -2.286
56 N 1.980 0.169 -2.083
57 C 0.657 0.441 -2.616
58 C 0.463 0.332 -4.132
59 C 2.981 1.190 -2.329
60 C 3.628 1.236 -3.719
61 H 3.483 -1.349 -0.410
62 H 3.844 -2.633 -1.567
63 H 4.530 -1.032 -1.802
64 H 1.593 -1.858 -1.978
65 H 2.609 -1.425 -3.346
66 H 0.344 1.436 -2.286
67 H -0.041 -0.250 -2.132
68 H 0.913 1.170 -4.661
69 H -0.603 0.342 -4.367
70 H 0.876 -0.594 -4.534
71 H 3.776 1.068 -1.589
72 H 2.545 2.167 -2.104
73 H 3.928 0.247 -4.069
74 H 4.527 1.855 -3.684
75 H 2.967 1.676 -4.464
76 C 4.747 -2.812 -6.650
77 C 3.521 -2.451 -7.475
78 N 3.090 -1.081 -7.282
79 C 1.767 -0.811 -7.821
80 C 1.576 -0.923 -9.338
81 C 4.097 -0.064 -7.533
82 C 4.744 -0.023 -8.923
83 H 4.585 -2.588 -5.594
84 H 4.953 -3.879 -6.741
85 H 5.639 -2.280 -6.984
86 H 2.703 -3.107 -7.167
87 H 3.724 -2.683 -8.533
88 H 1.450 0.185 -7.499
89 H 1.066 -1.499 -7.339
90 H 2.025 -0.086 -9.870
91 H 0.509 -0.913 -9.572
92 H 1.987 -1.851 -9.738
93 H 4.893 -0.182 -6.792
94 H 3.668 0.917 -7.314
95 H 5.043 -1.014 -9.268
96 H 5.644 0.594 -8.889
97 H 4.086 0.417 -9.670